{"formula": "C75H112F36N13O3P6", "method": "the ωB97M-V functional and the def2-TZVPD basis", "species": ["C", "N", "C", "C", "C", "C", "C", "C", "C", "C", "N", "C", "C", "C", "H", "H", "H", "H", "H", "H", "H", "H", "H", "H", "H", "H", "H", "H", "C", "N", "C", "C", "C", "C", "C", "C", "C", "C", "N", "C", "C", "C", "H", "H", "H", "H", "H", "H", "H", "H", "H", "H", "H", "H", "H", "H", "C", "N", "C", "C", "C", "C", "C", "C", "C", "C", "N", "C", "C", "C", "H", "H", "H", "H", "H", "H", "H", "H", "H", "H", "H", "H", "H", "H", "C", "N", "C", "C", "C", "C", "C", "C", "C", "C", "N", "C", "C", "C", "H", "H", "H", "H", "H", "H", "H", "H", "H", "H", "H", "H", "H", "H", "C", "N", "C", "C", "C", "C", "C", "C", "C", "C", "N", "C", "C", "C", "H", "H", "H", "H", "H", "H", "H", "H", "H", "H", "H", "H", "H", "H", "C", "N", "C", "C", "C", "C", "O", "H", "H", "H", "H", "H", "H", "H", "H", "H", "H", "H", "H", "H", "H", "C", "N", "C", "C", "C", "C", "O", "H", "H", "H", "H", "H", "H", "H", "H", "H", "H", "H", "H", "H", "H", "C", "N", "C", "C", "C", "C", "O", "H", "H", "H", "H", "H", "H", "H", "H", "H", "H", "H", "H", "H", "H", "P", "F", "F", "F", "F", "F", "F", "P", "F", "F", "F", "F", "F", "F", "P", "F", "F", "F", "F", "F", "F", "P", "F", "F", "F", "F", "F", "F", "P", "F", "F", "F", "F", "F", "F", "P", "F", "F", "F", "F", "F", "F"], "coordinates": [[17.206355, 26.072265, 14.341120], [18.104145, 26.130885, 15.509010], [17.679455, 26.726105, 16.605870], [18.535245, 26.886125, 17.731010], [19.872865, 26.474585, 17.679500], [20.308755, 25.915545, 16.445240], [19.442375, 25.731405, 15.388160], [20.791415, 26.669795, 18.873400], [20.762865, 27.884205, 19.611710], [21.753055, 28.051145, 20.554750], [22.697745, 27.067565, 20.781230], [22.713215, 25.883985, 20.131850], [21.646595, 25.637975, 19.251820], [23.683345, 27.226425, 21.827190], [16.163615, 26.311145, 14.550220], [17.330275, 25.099115, 13.866020], [17.545195, 26.772925, 13.578000], [16.653475, 27.062785, 16.585530], [18.191705, 27.496115, 18.553380], [21.353115, 25.722745, 16.248960], [19.685705, 25.344035, 14.409830], [20.100515, 28.704565, 19.377820], [21.879665, 28.836575, 21.285140], [23.468895, 25.207545, 20.503010], [21.454505, 24.675505, 18.801100], [23.751465, 26.322465, 22.432440], [23.381475, 28.006975, 22.525570], [24.659525, 27.398045, 21.373640], [12.886385, 24.434665, 14.629060], [13.334775, 23.173885, 13.981640], [14.037735, 22.250495, 14.679050], [14.653665, 21.230895, 14.030640], [14.611645, 21.118925, 12.621890], [13.866065, 22.088195, 11.899860], [13.271725, 23.128805, 12.636360], [15.417105, 20.102935, 11.982150], [16.769965, 19.813875, 12.293060], [17.458215, 18.869785, 11.572630], [16.927015, 18.036835, 10.658450], [15.621145, 18.207765, 10.359700], [14.856055, 19.202685, 11.061090], [17.787115, 17.134155, 9.901370], [11.810385, 24.368145, 14.468090], [13.389725, 25.304545, 14.207100], [13.110565, 24.309495, 15.688380], [14.202815, 22.335145, 15.743000], [15.068375, 20.427715, 14.621670], [13.813095, 22.153975, 10.823170], [12.744375, 23.929225, 12.138730], [17.217395, 20.383155, 13.094380], [18.489275, 18.656355, 11.812940], [15.207435, 17.605455, 9.564430], [13.830635, 19.328545, 10.746330], [17.938435, 17.680555, 8.970430], [17.205935, 16.221495, 9.769550], [18.725965, 17.086065, 10.453040], [19.078275, 14.455625, 14.234320], [17.663725, 13.878435, 14.228530], [17.082415, 13.437595, 13.054020], [15.820465, 12.827775, 13.051100], [15.044025, 12.750405, 14.203740], [15.687405, 13.272885, 15.358420], [16.940105, 13.822595, 15.315620], [13.582215, 12.331915, 14.179120], [13.076575, 11.629635, 15.276950], [11.758065, 11.281465, 15.325720], [10.985625, 11.457795, 14.255580], [11.490305, 12.037295, 13.129510], [12.803815, 12.529115, 13.072560], [9.554295, 11.086235, 14.370970], [19.521955, 14.500715, 15.228910], [19.074715, 15.444885, 13.776660], [19.666945, 13.781135, 13.612530], [17.740365, 13.600345, 12.213170], [15.602815, 12.534555, 12.034700], [15.072295, 13.262945, 16.246080], [17.393645, 14.338045, 16.149300], [13.631605, 11.352545, 16.161010], [11.294805, 10.635435, 16.056760], [10.845825, 12.227595, 12.284030], [13.144375, 13.052645, 12.191460], [9.549795, 10.189315, 14.990330], [9.166585, 10.741015, 13.412540], [9.069585, 11.967455, 14.791210], [15.211965, 26.715505, 26.104960], [14.395715, 26.037565, 25.014070], [13.079865, 25.808595, 25.280210], [12.290325, 25.291775, 24.250230], [12.836395, 24.904985, 23.016790], [14.136225, 25.196875, 22.799130], [14.948145, 25.855725, 23.737550], [11.971005, 24.155515, 22.025820], [11.191495, 23.030485, 22.473110], [10.507275, 22.270515, 21.571400], [10.613255, 22.542885, 20.203390], [11.368665, 23.592595, 19.739980], [12.061525, 24.376805, 20.658230], [9.770815, 21.731825, 19.261750], [14.685255, 27.608315, 26.441950], [16.189635, 26.947665, 25.682610], [15.399325, 26.006405, 26.911290], [12.738965, 26.013855, 26.284230], [11.273555, 25.031265, 24.504640], [14.460545, 24.829665, 21.836660], [16.017085, 25.956375, 23.620800], [11.187485, 22.679165, 23.494360], [9.769455, 21.581025, 21.954330], [11.447875, 23.756615, 18.675460], [12.571615, 25.214165, 20.205430], [9.913285, 22.158465, 18.268890], [8.760795, 21.734435, 19.671560], [10.244235, 20.750155, 19.244120], [17.072095, 25.754905, 20.790390], [17.353485, 24.610465, 19.855590], [18.519375, 23.914535, 19.958390], [18.738395, 22.836065, 19.118650], [17.756965, 22.509155, 18.121010], [16.585295, 23.278625, 18.034080], [16.351245, 24.381425, 18.898450], [18.025715, 21.470745, 17.117120], [17.499045, 20.211965, 17.271900], [18.024665, 19.132105, 16.533770], [19.076765, 19.324665, 15.704780], [19.584095, 20.551375, 15.537590], [19.043845, 21.657635, 16.188370], [19.571715, 18.280445, 14.840350], [16.082055, 26.184995, 20.638950], [17.975885, 26.338885, 20.616540], [17.225495, 25.340625, 21.786860], [19.226745, 24.206945, 20.720310], [19.713565, 22.373205, 19.153370], [15.822625, 23.015445, 17.316120], [15.456765, 24.986365, 18.879820], [16.779215, 19.975175, 18.041430], [17.806955, 18.081375, 16.656160], [20.377035, 20.564485, 14.804470], [19.466725, 22.634775, 16.007360], [19.001955, 17.354505, 14.918670], [20.584095, 17.973215, 15.102660], [19.570565, 18.559775, 13.786750], [25.402405, 17.351085, 16.296670], [24.308875, 16.259285, 16.489540], [24.245665, 15.934045, 17.982450], [22.980775, 16.757915, 15.967030], [24.668195, 14.936265, 15.793370], [25.202735, 15.005715, 14.425930], [24.595265, 15.743135, 13.430540], [24.960825, 18.233975, 16.758860], [25.623155, 17.587665, 15.255810], [26.282385, 17.074415, 16.877360], [23.815855, 16.700575, 18.627280], [25.254495, 15.667895, 18.297930], [23.512585, 15.137595, 18.110340], [22.342035, 15.917375, 16.238340], [22.975545, 16.858315, 14.881670], [22.740615, 17.635845, 16.566730], [23.734925, 14.373175, 15.798110], [25.391945, 14.473595, 16.464360], [25.259915, 13.972335, 14.083950], [26.187245, 15.466075, 14.509020], [23.650215, 15.574665, 13.440360], [21.842555, 18.350705, 21.147090], [20.427365, 18.612795, 21.750450], [19.383405, 19.227465, 20.822870], [19.832695, 17.227245, 22.051010], [20.618075, 19.521095, 23.035860], [19.285665, 20.144465, 23.627700], [18.467215, 19.130975, 24.156130], [22.438245, 17.798735, 21.874130], [22.223595, 19.369925, 21.083090], [21.707565, 18.041255, 20.110700], [19.408395, 18.660305, 19.892380], [19.708645, 20.219275, 20.508830], [18.351295, 19.124425, 21.157870], [18.785125, 17.406465, 22.293050], [20.324415, 16.703615, 22.870850], [19.887575, 16.663015, 21.120030], [21.375885, 20.262655, 22.783060], [21.087775, 18.883085, 23.784480], [18.872085, 20.740495, 22.814190], [19.570185, 20.915885, 24.343280], [18.543115, 19.186835, 25.111490], [14.005985, 15.222365, 20.320730], [15.529185, 15.527855, 20.416590], [15.661465, 16.606745, 21.555640], [16.327325, 14.276805, 20.758960], [16.022845, 16.080515, 19.052880], [15.188385, 17.204765, 18.353860], [14.997565, 18.297385, 19.219660], [13.503165, 16.189135, 20.295750], [13.702715, 14.732865, 21.246210], [13.804565, 14.596865, 19.451090], [15.532205, 15.979665, 22.437780], [14.875045, 17.348375, 21.415500], [16.645595, 17.066975, 21.467480], [16.000735, 13.932085, 21.740090], [17.377125, 14.567215, 20.800090], [16.150795, 13.504395, 20.010410], [16.051185, 15.227475, 18.374940], [17.085775, 16.305305, 19.140900], [14.226125, 16.861015, 17.974410], [15.763165, 17.581335, 17.507740], [14.490215, 19.005355, 18.815960], [16.718635, 29.153325, 22.313080], [17.900995, 30.161495, 22.844220], [17.326615, 28.943955, 20.775060], [17.568305, 27.902385, 22.839820], [15.443155, 28.212035, 21.991670], [16.152185, 29.294895, 23.876960], [15.983605, 30.567945, 21.923370], [13.287295, 27.164365, 16.953160], [13.674875, 26.857805, 18.513510], [11.996755, 26.164095, 16.932720], [12.306795, 28.324975, 17.635040], [12.956215, 27.506585, 15.369510], [14.599385, 28.162375, 16.963980], [14.382135, 26.025665, 16.528420], [20.246145, 24.900205, 23.329830], [20.635905, 23.846095, 24.499000], [18.912965, 24.066085, 22.914580], [19.294185, 25.783625, 24.368380], [19.894365, 25.997835, 22.270690], [21.579715, 25.854335, 23.683020], [21.222875, 24.135515, 22.258610], [20.494265, 23.083335, 12.429460], [21.117075, 21.567655, 12.686900], [21.473385, 23.329725, 11.126880], [19.506315, 22.326885, 11.432810], [19.590285, 24.438705, 12.122280], [19.479395, 22.905205, 13.703910], [21.722545, 23.837165, 13.300720], [20.131315, 15.031075, 18.308230], [21.313635, 14.448145, 17.305630], [20.844145, 14.050165, 19.356450], [21.151275, 16.318245, 18.622940], [19.057485, 15.414105, 19.495800], [19.409395, 16.090045, 17.273630], [19.074715, 13.852975, 17.849020], [22.529975, 21.076865, 18.190080], [23.223425, 19.649715, 18.419690], [22.705485, 21.266635, 19.803640], [23.938575, 21.877045, 17.947530], [21.744905, 22.522725, 17.886000], [22.497915, 20.604905, 16.584480], [21.164235, 20.251255, 18.450850]], "forces_ev_per_a": [[0.5, -0.3, -1.1], [1.4, -0.2, -0.3], [0.7, 0.2, 1.7], [0.0, 0.3, -1.1], [-0.7, 0.0, -0.1], [-0.2, 0.1, 0.0], [-1.6, 0.7, 0.5], [-0.6, 0.7, 0.0], [1.0, -0.7, -0.7], [1.0, -1.5, 1.0], [-1.3, -0.1, -1.0], [-2.0, 0.8, 0.4], [0.8, 0.2, -0.3], [0.9, 0.2, 1.1], [0.2, -0.1, 0.6], [-0.2, -0.1, 0.2], [0.1, 0.2, 0.2], [-0.2, 0.3, 0.3], [-0.3, -0.1, 0.3], [0.1, -0.3, 0.2], [0.4, -0.1, 0.0], [-0.2, 0.0, 0.1], [-0.4, 0.5, -0.4], [-0.1, -0.4, -0.4], [0.7, -0.2, -0.1], [-0.2, -0.1, -0.2], [0.2, 0.1, -0.3], [-0.1, 0.3, 0.1], [-0.8, -1.1, 0.6], [1.7, 0.4, -0.6], [-0.2, 0.4, -0.5], [-0.2, -0.9, -1.0], [-0.8, 1.9, 0.5], [0.5, 0.0, 1.5], [0.2, -1.3, -0.1], [0.9, -2.9, -1.3], [-1.3, 0.8, -0.1], [0.8, -0.5, 1.0], [-1.7, 1.8, 0.6], [-0.4, 1.4, 1.3], [0.8, -0.5, -1.5], [-0.3, 0.6, -0.3], [0.0, 1.0, 0.2], [-0.3, -0.1, 0.0], [-0.1, 0.5, -0.2], [-0.6, 0.5, 0.0], [0.5, 0.1, 0.0], [0.1, -0.2, -0.1], [-0.1, 0.1, 0.1], [0.6, 0.1, -0.2], [0.1, 0.3, -0.2], [-0.1, -0.1, 0.0], [-0.1, -0.1, 0.0], [0.3, -0.6, -0.3], [0.7, -0.2, -0.2], [-0.1, -0.6, -0.3], [-0.6, -0.6, -0.6], [0.2, 0.0, -2.3], [0.7, -0.1, 1.9], [1.7, 1.0, -1.2], [0.4, 0.8, 0.2], [-1.9, -0.8, -0.8], [-0.1, 0.5, 1.8], [2.1, -0.6, 1.1], [0.0, 0.5, 0.7], [-0.1, -1.2, -0.7], [0.4, 1.0, -1.9], [0.2, 0.6, 0.5], [-1.4, -0.5, 0.1], [0.3, -0.6, -0.3], [-0.5, -0.2, 0.1], [-0.2, -0.1, 0.0], [0.1, 0.1, 0.1], [-0.3, -0.4, -0.4], [-0.9, -0.4, 0.1], [0.4, 0.2, 0.4], [0.0, -0.4, 0.5], [0.5, 0.1, -0.2], [0.2, 0.4, 0.6], [-0.4, -0.4, 0.1], [-0.1, -0.1, -0.1], [-0.4, 0.3, 0.3], [0.0, 0.5, -0.1], [-0.4, -0.4, -0.1], [0.5, -0.6, -0.6], [0.6, 1.0, -1.2], [0.9, -0.3, -2.0], [-0.1, -0.6, 1.0], [-2.5, 0.3, 1.4], [1.6, 0.4, -0.7], [-1.9, -1.5, 2.0], [0.6, -1.3, 0.8], [1.1, 1.0, -0.6], [0.1, 1.3, -1.6], [-0.2, 0.7, 0.7], [-0.5, -1.4, 1.9], [-0.6, 0.2, -0.7], [1.3, 0.3, 0.6], [0.1, -0.1, -0.1], [-0.2, 0.4, -0.1], [-0.4, 0.0, 0.0], [-0.1, 0.1, 0.0], [-0.2, 0.3, -0.1], [1.0, 0.4, 0.0], [0.0, 0.7, 0.1], [-0.1, 0.5, 0.2], [0.1, -0.5, -0.6], [-0.3, 0.0, 0.0], [0.3, 0.3, 0.3], [-0.6, 0.1, 0.2], [0.0, -0.1, -0.6], [-0.5, -0.2, 0.1], [1.8, -1.0, 0.2], [-2.6, 0.1, -1.2], [-1.5, -0.1, -0.7], [-0.9, 0.3, -1.4], [0.1, 1.9, 1.1], [-0.1, 0.8, 1.1], [3.3, -2.4, 0.6], [1.3, -0.1, 0.2], [0.2, -2.6, -0.6], [0.4, 0.7, 0.6], [-1.1, 0.9, 0.3], [-0.1, 0.5, -0.5], [0.4, -0.4, -0.1], [0.7, -1.7, -0.5], [0.5, 0.3, -0.2], [-0.7, 1.1, 0.4], [-0.2, 0.2, 0.1], [0.0, 0.3, 0.2], [0.0, -0.4, -0.1], [0.0, 0.2, -0.2], [0.1, 0.4, 0.1], [-0.1, 0.1, 0.1], [-0.5, 0.1, 0.2], [0.3, 0.7, 0.0], [0.2, -0.1, 0.0], [-0.4, 0.3, 0.4], [0.1, 0.4, 0.2], [0.0, 0.5, 0.2], [-1.0, -0.1, 0.7], [1.3, 0.8, -0.4], [-0.8, -0.2, -0.4], [0.5, -1.2, 1.2], [-1.4, 0.6, 1.4], [2.1, -0.2, -0.4], [-1.4, 1.2, -0.2], [0.1, 0.1, 0.0], [-0.2, -0.5, 0.0], [0.0, -0.2, -0.3], [0.4, 0.7, -0.6], [-0.3, -0.1, 0.0], [0.5, -0.4, -0.2], [-0.5, 0.4, -0.1], [0.4, 0.5, 0.3], [-0.2, 0.2, -0.4], [0.0, -0.2, 0.4], [0.0, -0.3, -0.3], [0.6, -0.2, 0.2], [0.3, -0.5, -0.3], [-0.1, -0.2, -0.4], [-1.5, 2.5, 0.0], [-0.8, -0.8, 1.1], [1.6, -0.4, -1.2], [-0.2, 0.8, -0.1], [-0.7, -0.5, 0.2], [2.2, -0.3, -1.1], [-0.2, 0.4, -0.4], [-0.3, -0.4, -0.4], [0.5, -0.2, -0.1], [0.2, -0.7, 0.4], [0.3, -0.3, -0.1], [-0.3, 0.1, 0.5], [0.4, 0.4, 0.7], [0.2, -0.2, 0.3], [0.2, 0.3, -0.1], [0.2, 0.0, 0.2], [-0.4, 0.2, -0.3], [-0.1, -0.2, -0.1], [-0.8, -0.3, 0.0], [0.2, -0.2, 0.3], [-0.2, -0.2, 0.2], [1.3, 0.3, 0.5], [-1.1, 1.2, -0.8], [0.0, -1.5, -1.1], [-0.2, 0.8, 0.2], [-0.5, -0.1, 0.1], [0.4, -0.2, 0.6], [0.2, 0.2, 0.9], [0.0, -0.2, -0.3], [0.1, -0.2, -0.1], [0.1, 0.1, 0.1], [0.1, 0.6, 0.3], [0.2, -0.2, 0.1], [-0.1, -0.2, 0.2], [0.0, 0.0, -0.1], [-0.1, -0.2, -0.1], [0.0, 0.2, 0.0], [-0.3, -0.2, 0.0], [-0.1, 0.5, 0.4], [0.0, -0.4, 0.1], [0.3, -0.5, -0.3], [-0.1, -0.1, -0.2], [0.6, 4.8, 2.9], [0.8, -1.3, -1.3], [-0.4, -0.1, 1.0], [0.3, -1.3, -0.7], [-0.1, -0.3, -0.7], [-0.7, -0.7, -0.7], [-0.5, -2.2, -0.8], [-0.8, 4.8, 1.4], [-0.1, -1.9, 0.3], [1.1, -0.9, 0.2], [1.1, -1.1, -2.1], [0.6, -0.4, 1.6], [-1.0, 0.0, -0.7], [-0.4, -1.7, -0.5], [2.0, 2.5, 4.0], [-0.5, 0.4, -1.1], [0.1, -1.0, -0.6], [0.9, -1.3, -0.3], [-0.7, 0.7, -2.7], [-0.9, -1.0, 0.3], [-1.1, -0.6, -0.3], [2.9, 1.3, -3.3], [0.1, 0.8, 1.2], [-1.0, -0.2, 1.4], [-1.7, -0.8, -0.1], [1.3, 0.0, 0.7], [0.3, -0.6, 0.8], [-2.7, -1.0, 0.0], [2.4, -1.4, 1.5], [-1.8, 1.0, -1.2], [-0.6, 0.7, 0.5], [-1.1, -1.1, 0.5], [0.2, 0.9, -0.6], [-0.3, -0.8, -0.5], [0.5, 0.9, -0.5], [3.5, 0.1, -0.8], [1.4, -1.0, 0.0], [-1.1, 1.2, -0.6], [-1.5, -1.0, 0.2], [-0.2, -1.7, 0.6], [-0.9, 1.2, 0.6], [-2.0, 0.9, -0.2]], "multiplicity": 1, "orbital_gap_ev": 4.3, "largest_force_ev_per_a": 5.67, "charge": 7}